Entry from OMol25: a molecular structure, C4H14N4 (the ωB97M-V functional and the def2-TZVPD basis).

* highest occupied orbital energy: -7.88 eV
* lowest unoccupied orbital energy: 0.85 eV
* orbital gap: 8.724 eV
* electronic energy: -10331.608 eV

```
! RIJCOSX wB97M-V def2-TZVPD def2/J DEFGRID3
* xyz 0 1
C -0.823 1.210 -0.397
C 1.437 1.586 0.546
N 0.415 0.626 0.157
N -1.633 0.240 -1.097
N -1.554 1.863 0.680
H 0.196 -0.025 0.913
H -0.516 1.984 -1.109
H -1.750 -0.601 -0.525
H -1.175 -0.056 -1.952
H -1.923 1.151 1.306
H -2.359 2.342 0.289
H 1.831 2.072 -0.350
H 1.042 2.360 1.211
H 2.240 1.062 1.064
C 1.301 -1.312 -0.831
C 0.234 -2.186 0.607
N -1.025 -2.251 0.561
H -1.456 -3.008 1.100
H 0.867 -2.948 1.109
H 1.220 -2.259 -1.352
H 1.217 -0.634 -1.674
H 2.214 -1.217 -0.256
*
```

Entry from OMol25: a molecular structure, C4H14N4O (the ωB97M-V functional and the def2-TZVPD basis).

* highest occupied orbital energy: -6.97 eV
* lowest unoccupied orbital energy: 0.73 eV
* orbital gap: 7.703 eV
* electronic energy: -12377.834 eV

```
! RIJCOSX wB97M-V def2-TZVPD def2/J DEFGRID3
* xyz 0 1
C -0.580 0.777 0.222
C 0.156 1.997 -0.284
N -1.869 0.661 -0.401
N -0.516 0.689 1.666
H -0.141 -0.250 -1.172
H -2.449 -0.061 0.005
H -2.387 1.536 -0.446
H -0.453 1.595 2.130
H -1.311 0.204 2.066
H 0.205 2.001 -1.373
H 1.173 2.022 0.105
H -0.356 2.914 0.047
C -0.376 -2.106 0.128
C 0.517 -0.980 -0.348
N 1.702 -0.684 0.410
O 1.730 -0.170 -2.185
N 0.719 -1.080 -1.753
H 2.302 -0.043 -1.401
H 1.440 -0.299 1.315
H 2.243 -1.535 0.544
H -0.687 -1.944 1.160
H -1.249 -2.204 -0.518
H 0.186 -3.042 0.083
*
```

Entry from OMol25: 2 unconnected molecules or ions with the total composition C4H14NO (the ωB97M-V functional and the def2-TZVPD basis).

* highest occupied orbital energy: -15.76 eV
* lowest unoccupied orbital energy: -2.97 eV
* orbital gap: 12.794 eV
* electronic energy: -7904.802 eV

```
! RIJCOSX wB97M-V def2-TZVPD def2/J DEFGRID3
* xyz 1 1
C 0.016 -0.952 1.374
C -0.383 -0.779 -0.191
N -0.554 0.686 -0.752
C -1.659 1.374 0.043
C 0.658 -1.522 -1.040
H 0.766 -1.734 1.418
H -0.882 -1.520 1.640
H -0.088 -0.016 1.853
H -1.358 -1.204 -0.243
H 0.417 0.998 -0.736
H -0.830 0.730 -1.771
H -2.585 0.863 -0.017
H -1.365 1.369 1.041
H -1.687 2.210 -0.543
H 0.653 -2.629 -0.704
H 1.768 -1.263 -1.092
H 0.273 -1.757 -2.111
H 2.732 2.262 0.304
H 2.220 1.164 1.137
O 1.888 1.718 0.390
*
```

Entry from OMol25: 2 unconnected molecules or ions with the total composition C4H14NO (the ωB97M-V functional and the def2-TZVPD basis).

* highest occupied orbital energy: -15.91 eV
* lowest unoccupied orbital energy: -3.04 eV
* orbital gap: 12.864 eV
* electronic energy: -7905.556 eV

```
! RIJCOSX wB97M-V def2-TZVPD def2/J DEFGRID3
* xyz 1 1
C 0.445 -1.060 -1.581
C -0.681 -0.297 -0.772
N 0.068 0.797 0.080
C 0.911 1.671 -0.735
C -1.569 -1.152 0.112
H 1.245 -1.444 -0.920
H -0.067 -1.988 -1.869
H 0.892 -0.496 -2.412
H -1.176 0.383 -1.438
H 0.410 0.691 1.025
H -0.796 1.407 0.292
H 1.868 1.143 -0.986
H 1.087 2.636 -0.229
H 0.639 1.820 -1.777
H -0.937 -1.695 0.936
H -2.289 -0.577 0.720
H -2.147 -1.941 -0.365
H 1.537 -0.113 3.293
H 0.013 0.150 3.689
O 0.547 0.067 2.938
*
```

Entry from OMol25: 2 unconnected molecules or ions with the total composition C4H14NO2 (the ωB97M-V functional and the def2-TZVPD basis).

* highest occupied orbital energy: -14.85 eV
* lowest unoccupied orbital energy: -2.92 eV
* orbital gap: 11.933 eV
* electronic energy: -9953.715 eV

```
! RIJCOSX wB97M-V def2-TZVPD def2/J DEFGRID3
* xyz 1 1
O -0.129 -1.617 1.923
C 0.853 -1.672 0.888
C 1.096 -0.316 0.295
N -0.213 0.265 -0.182
C -0.709 1.460 0.568
C -0.285 2.787 -0.099
H 0.229 -1.122 2.671
H 1.766 -2.160 1.216
H 0.399 -2.339 0.153
H 1.549 0.453 0.899
H 1.770 -0.401 -0.564
H -0.913 -0.472 -0.205
H -0.143 0.479 -1.183
H -1.788 1.419 0.585
H -0.346 1.416 1.575
H -1.097 3.484 0.097
H 0.626 3.166 0.360
H -0.183 2.714 -1.176
H -1.304 -0.750 -3.274
H 0.110 -1.199 -3.360
O -0.524 -0.879 -2.701
*
```

Entry from OMol25: 3 unconnected molecules or ions with the total composition C4H14NO2 (the ωB97M-V functional and the def2-TZVPD basis).

* highest occupied orbital energy: -13.51 eV
* lowest unoccupied orbital energy: -3.37 eV
* orbital gap: 10.139 eV
* electronic energy: -9953.288 eV

```
! RIJCOSX wB97M-V def2-TZVPD def2/J DEFGRID3
* xyz 1 1
C -0.666 0.648 2.145
C -1.291 -0.572 1.517
C -0.316 -1.482 0.836
C -0.346 -1.967 -0.390
N -0.657 1.835 1.208
H -1.178 0.949 3.061
H 0.346 0.475 2.507
H -1.767 -1.158 2.307
H -2.145 -0.388 0.855
H 0.488 -1.820 1.496
H 0.348 -2.668 -0.832
H -1.100 -1.574 -1.076
H -0.398 1.591 0.244
H -1.563 2.293 1.273
H 0.038 2.510 1.525
H 1.621 -0.862 -3.973
H 2.822 -0.033 -4.442
O 2.534 -0.626 -3.730
H 1.208 1.695 -1.765
H 1.317 0.205 -1.362
O 0.707 0.951 -1.402
*
```

Entry from OMol25: 3 unconnected molecules or ions with the total composition C4H14NO2 (the ωB97M-V functional and the def2-TZVPD basis).

* highest occupied orbital energy: -13.40 eV
* lowest unoccupied orbital energy: -3.24 eV
* orbital gap: 10.160 eV
* electronic energy: -9952.339 eV

```
! RIJCOSX wB97M-V def2-TZVPD def2/J DEFGRID3
* xyz 1 1
C 1.686 2.862 0.429
C 2.170 1.517 -0.121
C 1.219 0.339 0.077
C -0.092 0.613 0.241
N -0.985 -0.424 -0.347
H 0.612 2.975 0.510
H 2.185 3.286 1.305
H 1.849 3.629 -0.351
H 2.074 1.628 -1.202
H 3.200 1.293 0.178
H 1.629 -0.664 0.080
H -0.635 1.172 0.968
H -1.653 -0.140 -1.071
H -1.626 -0.804 0.376
H -0.467 -1.171 -0.844
H -3.991 -0.901 0.747
H -3.540 -1.553 2.097
O -3.242 -1.129 1.288
H 0.049 -3.591 -1.935
H 0.828 -2.972 -0.769
O 0.274 -2.745 -1.535
*
```

Entry from OMol25: 3 unconnected molecules or ions with the total composition C4H14NO2 (the ωB97M-V functional and the def2-TZVPD basis).

* highest occupied orbital energy: -13.65 eV
* lowest unoccupied orbital energy: -3.16 eV
* orbital gap: 10.485 eV
* electronic energy: -9953.404 eV

```
! RIJCOSX wB97M-V def2-TZVPD def2/J DEFGRID3
* xyz 1 1
C -0.877 -1.524 1.729
C 0.513 -0.990 1.934
C 0.695 0.443 1.510
C 1.578 0.830 0.602
N -1.144 -2.083 0.373
H -1.235 -2.224 2.488
H -1.634 -0.765 1.947
H 0.853 -1.124 2.966
H 1.296 -1.602 1.464
H 0.075 1.172 2.024
H 1.665 1.846 0.248
H 2.187 0.061 0.142
H -0.850 -1.477 -0.411
H -0.659 -2.972 0.254
H -2.144 -2.219 0.243
H 1.122 2.976 -3.307
H -0.056 3.849 -2.863
O 0.176 2.977 -3.164
H -0.967 0.167 -2.441
H 0.169 0.565 -1.509
O -0.578 -0.039 -1.583
*
```

Entry from OMol25: 2 unconnected molecules or ions with the total composition C4H14NO2 (the ωB97M-V functional and the def2-TZVPD basis).

* highest occupied orbital energy: -14.88 eV
* lowest unoccupied orbital energy: -3.33 eV
* orbital gap: 11.555 eV
* electronic energy: -9953.442 eV

```
! RIJCOSX wB97M-V def2-TZVPD def2/J DEFGRID3
* xyz 1 1
C -0.323 -1.360 -0.085
C -0.473 -0.089 -0.891
C 0.870 0.571 -1.281
C 1.936 0.692 -0.206
O 0.481 1.868 -1.771
N -1.227 0.972 -0.078
H 0.686 -1.701 -0.305
H -0.346 -1.236 0.989
H -0.960 -2.174 -0.432
H -0.994 -0.138 -1.829
H 1.234 0.052 -2.168
H 2.892 0.888 -0.711
H 1.840 1.600 0.386
H 1.998 -0.194 0.411
H 1.086 2.599 -1.616
H -0.612 1.768 0.114
H -2.095 1.255 -0.545
H -1.590 0.565 0.780
H -1.803 -2.652 3.244
H -1.346 -1.243 3.268
O -1.252 -2.045 2.725
*
```

Entry from OMol25: 2 unconnected molecules or ions with the total composition C4H14NO2 (the ωB97M-V functional and the def2-TZVPD basis).

* highest occupied orbital energy: -14.71 eV
* lowest unoccupied orbital energy: -3.00 eV
* orbital gap: 11.708 eV
* electronic energy: -9954.254 eV

```
! RIJCOSX wB97M-V def2-TZVPD def2/J DEFGRID3
* xyz 1 1
C -0.771 -0.554 1.885
C -0.229 -0.563 0.462
C -1.037 0.271 -0.553
C -1.648 1.554 -0.014
O -0.123 0.541 -1.620
N 1.211 -0.087 0.451
H -1.683 -1.137 1.985
H -0.988 0.469 2.199
H -0.044 -0.962 2.593
H -0.211 -1.588 0.079
H -1.841 -0.368 -0.891
H -2.446 1.306 0.689
H -2.106 2.079 -0.865
H -0.900 2.249 0.350
H -0.561 0.568 -2.477
H 1.852 -0.725 -0.068
H 1.535 0.004 1.411
H 1.246 0.832 0.009
H 3.545 -1.550 -1.446
H 2.573 -1.029 -2.549
O 2.626 -1.310 -1.631
*
```

Entry from OMol25: 3 unconnected molecules or ions with the total composition C4H14NO2S (the ωB97M-V functional and the def2-TZVPD basis).

* highest occupied orbital energy: -2.90 eV
* lowest unoccupied orbital energy: 3.69 eV
* orbital gap: 6.591 eV
* electronic energy: -20794.567 eV

```
! RIJCOSX wB97M-V def2-TZVPD def2/J DEFGRID3
* xyz -1 1
C 0.854 0.607 0.852
C 1.121 -0.820 1.310
S 1.593 -1.909 -0.049
C -0.261 1.367 1.816
N -1.540 1.812 1.243
C -1.834 1.164 -0.037
H 1.742 1.275 0.831
H 0.421 0.645 -0.169
H 0.437 -1.309 1.901
H 2.012 -0.755 2.049
H -0.541 0.632 2.643
H 0.162 2.331 2.228
H -2.224 1.696 1.979
H -0.792 1.306 -0.677
H -2.627 1.634 -0.525
H -2.188 0.079 -0.111
H -0.140 -1.739 -2.038
H -0.128 -3.164 -1.332
O -0.533 -2.679 -2.018
H 1.274 -1.430 -3.705
H 1.819 -0.332 -2.651
O 1.374 -0.409 -3.540
*
```